Computed, not measured: a cluster of 4 separate species, C33H40F24O6S2 in total, with ωB97M-V/def2-TZVPD.

electronic energy	-4925.7621	Eh
E_HOMO	-8.893	eV
orbital gap	9.0	eV
SMILES	CCC[C@@H]1[C@H](Cc2ccccc2C)[C@H](CCCS)COS1(=O)=O.FC(F)C(F)(F)COC(F)(F)C(F)F.FC(F)C(F)(F)COC(F)(F)C(F)F.FC(F)C(F)(F)COC(F)(F)C(F)F
largest force on an atom	6.95	eV/Å

CARTESIAN COORDINATES (ANGSTROEM)
C 1.87 2.32 2.65
C 0.33 2.08 2.17
C -0.06 3.09 1.00
C -0.40 2.52 -0.44
C -1.93 2.06 -0.72
C -3.06 3.01 -0.12
C -3.79 2.60 1.21
C -3.31 2.81 2.67
C -4.10 2.32 3.93
C -5.43 1.56 3.76
C -5.96 1.35 2.32
C -5.17 1.84 1.05
C -5.87 1.53 -0.35
C -2.19 0.46 -0.59
C -2.13 -0.16 0.87
C -1.12 -1.36 1.17
C -1.68 -2.07 2.54
S -0.37 -2.00 3.89
C -1.38 -0.27 -1.76
O -0.22 0.44 -2.30
S 0.69 1.21 -1.14
O 1.40 0.32 -0.17
O 1.78 1.94 -1.91
H 2.54 2.45 1.73
H 2.18 1.41 3.27
H 1.96 3.23 3.36
H -0.31 2.36 3.09
H 0.17 0.97 1.97
H -0.90 3.78 1.39
H 0.84 3.81 0.87
H -0.26 3.43 -1.15
H -2.03 2.22 -1.87
H -2.57 4.05 0.05
H -3.86 3.21 -0.93
H -2.33 3.35 2.87
H -3.62 2.51 4.96
H -5.96 1.19 4.70
H -6.94 0.77 2.21
H -5.88 2.48 -0.98
H -6.94 1.15 -0.15
H -5.36 0.71 -0.96
H -3.31 0.38 -0.92
H -3.18 -0.56 1.15
H -1.94 0.66 1.66
H -1.14 -2.22 0.40
H -0.05 -1.07 1.41
H -2.58 -1.50 2.98
H -2.04 -3.14 2.35
H 0.59 -1.08 3.49
H -2.09 -0.39 -2.66
H -1.03 -1.34 -1.54
F 7.27 0.27 5.29
C 8.14 0.62 4.33
F 9.37 0.23 4.76
C 8.13 2.12 4.05
F 8.54 2.82 5.13
F 9.06 2.37 3.08
C 6.80 2.71 3.54
O 5.96 3.35 4.51
C 5.09 2.53 5.26
F 5.07 1.29 4.74
F 3.85 3.03 5.06
C 5.40 2.54 6.76
F 6.65 2.10 7.01
F 4.56 1.72 7.44
H 7.91 0.05 3.42
H 7.06 3.51 2.85
H 6.23 2.00 2.93
H 5.31 3.55 7.17
F 4.32 -4.72 -2.12
C 5.20 -4.37 -3.08
F 6.42 -4.76 -2.64
C 5.19 -2.87 -3.38
F 5.58 -2.16 -2.29
F 6.13 -2.63 -4.34
C 3.86 -2.30 -3.90
O 3.01 -1.65 -2.94
C 2.13 -2.47 -2.19
F 2.13 -3.71 -2.71
F 0.89 -1.97 -2.40
C 2.44 -2.44 -0.69
F 3.69 -2.88 -0.43
F 1.59 -3.25 -0.01
H 4.98 -4.95 -3.98
H 4.12 -1.50 -4.59
H 3.30 -3.02 -4.51
H 2.34 -1.43 -0.29
F -4.96 -3.83 -3.85
C -4.46 -2.78 -3.18
F -5.08 -2.78 -1.97
C -4.70 -1.46 -3.90
F -6.02 -1.18 -4.00
F -4.17 -0.46 -3.12
C -4.04 -1.32 -5.29
O -4.88 -1.56 -6.43
C -5.04 -2.90 -6.85
F -4.16 -3.69 -6.20
F -4.66 -2.92 -8.15
C -6.48 -3.39 -6.73
F -6.93 -3.33 -5.45
F -6.59 -4.68 -7.12
H -3.40 -2.96 -3.01
H -3.76 -0.27 -5.39
H -3.10 -1.87 -5.36
H -7.15 -2.79 -7.35

---

Computed, not measured: a structure of composition C33H40IrN4P2Se, with ωB97M-V/def2-TZVPD.

total charge	+2
electronic energy	-4688.0894	Eh
E_HOMO (alpha / beta)	-9.730 / -13.081	eV
orbital gap (alpha / beta)	4.1 / 3.4	eV
largest force on an atom	4.35	eV/Å
2S+1	6

CARTESIAN COORDINATES (ANGSTROEM)
Ir 1.73 0.61 -0.01
C -3.21 -4.53 -0.82
C -3.51 -3.34 -1.34
C -4.71 -2.54 -0.98
C -5.02 -2.50 0.52
C -3.79 -2.41 1.39
C -3.18 -3.49 1.90
C -3.71 -4.88 1.67
C -4.05 -5.23 0.20
C 2.99 1.48 1.40
H -2.39 -5.16 -1.18
H -3.01 -2.96 -2.22
H -5.59 -2.93 -1.52
H -4.50 -1.52 -1.33
H -5.63 -1.60 0.70
H -5.63 -3.39 0.75
H -3.56 -1.39 1.71
H -2.38 -3.44 2.63
H -4.65 -5.08 2.23
H -2.94 -5.58 2.02
H -3.84 -6.31 0.08
H -5.12 -5.06 0.00
H 3.99 1.18 1.08
H 2.74 1.22 2.43
H 2.83 2.56 1.18
P 0.05 1.12 1.38
P 0.21 0.40 -1.58
N 0.14 0.19 2.88
N -0.09 2.80 1.87
N 0.21 -1.34 -1.87
N 0.41 1.00 -3.18
C -1.53 0.74 0.59
C -1.42 0.84 -0.96
C 1.20 -0.69 3.08
C 1.05 -1.27 4.33
C -0.15 -0.77 4.90
C -0.69 0.14 4.00
C 0.87 3.52 2.60
C 0.36 4.77 2.91
C -0.93 4.86 2.31
C -1.16 3.67 1.64
C 1.27 -2.17 -1.50
C 0.83 -3.49 -1.55
C -0.51 -3.46 -2.01
C -0.87 -2.13 -2.21
C -0.20 0.49 -4.33
C 0.13 1.32 -5.41
C 0.98 2.36 -4.89
C 1.12 2.15 -3.53
H -2.27 1.45 0.99
H -1.82 -0.27 0.92
H -2.18 0.23 -1.48
H -1.59 1.89 -1.25
H 1.97 -0.80 2.33
H 1.75 -1.96 4.76
H -0.56 -1.06 5.86
H -1.60 0.74 4.07
H 1.85 3.10 2.79
H 0.87 5.52 3.51
H -1.61 5.69 2.37
H -1.98 3.37 1.02
H 2.23 -1.74 -1.26
H 1.40 -4.38 -1.32
H -1.16 -4.32 -2.11
H -1.78 -1.63 -2.52
H -0.84 -0.38 -4.25
H -0.23 1.18 -6.41
H 1.43 3.17 -5.47
H 1.68 2.69 -2.77
Se 3.67 0.80 -1.56
C 4.86 2.29 -1.26
C 6.18 1.95 -0.91
C 7.12 2.93 -0.59
C 6.75 4.29 -0.62
C 5.46 4.64 -1.03
C 4.52 3.65 -1.36
H 6.46 0.89 -0.87
H 8.14 2.63 -0.34
H 7.48 5.06 -0.37
H 5.20 5.70 -1.13
H 3.50 3.91 -1.66

---

Computed, not measured: a structure of composition C33H40N3OP2SSbSe4Ti, with ωB97M-V/def2-TZVPD.

energy relative to the best compared isomer or geometry (same formula, charge and spin)	0.00	kcal per mole
electronic energy	-13297.4814	Eh
E_HOMO (alpha / beta)	-7.420 / -7.492	eV
orbital gap (alpha / beta)	7.1 / 5.7	eV
largest force on an atom	1.30	eV/Å
2S+1	3

CARTESIAN COORDINATES (ANGSTROEM)
Ti 0.78 1.28 0.41
N -0.34 3.72 3.04
C -0.43 3.56 1.73
O 0.59 3.32 1.05
C -1.78 3.73 1.08
C -1.71 3.61 -0.44
H 0.53 3.44 3.46
H -1.17 3.61 3.62
H -2.16 4.72 1.36
H -2.47 3.00 1.52
H -2.64 3.95 -0.88
H -0.91 4.26 -0.80
C 2.74 0.81 -2.12
C 3.06 -0.48 -1.34
P 1.53 -1.00 -0.50
C 1.99 -2.37 0.62
C 3.22 -3.02 0.52
C 3.54 -4.05 1.40
C 2.63 -4.44 2.37
C 1.40 -3.80 2.47
C 1.09 -2.76 1.61
C 0.51 -1.85 -1.75
C 0.95 -2.13 -3.04
C 0.10 -2.72 -3.96
C -1.20 -3.04 -3.60
C -1.65 -2.78 -2.31
C -0.80 -2.18 -1.40
C 2.01 1.84 -1.26
P -1.31 1.91 -1.04
C -0.99 2.18 -2.82
C -0.81 3.42 -3.42
C -0.52 3.51 -4.77
C -0.42 2.36 -5.54
C -0.60 1.12 -4.95
C -0.89 1.03 -3.60
C -2.97 1.14 -1.13
C -3.96 1.79 -1.86
C -5.24 1.26 -1.95
C -5.54 0.06 -1.31
C -4.56 -0.61 -0.60
C -3.28 -0.07 -0.51
H 2.12 0.56 -2.98
H 3.68 1.20 -2.52
H 3.75 -0.24 -0.52
H 3.52 -1.25 -1.95
H 3.93 -2.73 -0.24
H 4.49 -4.55 1.31
H 2.88 -5.25 3.04
H 0.68 -4.10 3.22
H 0.14 -2.25 1.73
H 1.96 -1.87 -3.34
H 0.45 -2.93 -4.96
H -1.87 -3.50 -4.32
H -2.67 -3.02 -2.02
H -1.16 -1.96 -0.40
H 1.53 2.57 -1.91
H 2.73 2.41 -0.64
H -0.89 4.33 -2.84
H -0.39 4.48 -5.23
H -0.19 2.43 -6.60
H -0.53 0.21 -5.54
H -1.04 0.05 -3.15
H -3.74 2.71 -2.39
H -6.00 1.78 -2.51
H -6.54 -0.35 -1.37
H -4.77 -1.54 -0.10
H -2.52 -0.59 0.05
C 3.86 -2.03 4.43
N 3.52 -1.07 3.39
C 2.57 -0.13 3.39
S 2.76 1.15 2.24
N 1.55 -0.14 4.23
C 1.05 -1.27 5.01
H 4.77 -2.53 4.12
H 3.09 -2.79 4.55
H 4.04 -1.54 5.39
H 4.22 -0.91 2.68
H 0.87 0.59 4.06
H 0.90 -2.15 4.38
H 0.08 -0.98 5.41
H 1.70 -1.51 5.85
Se -4.49 1.50 2.76
Sb -2.61 0.11 3.67
Se -1.97 1.60 5.46
Se -2.98 -2.24 3.83
Se -0.79 0.41 1.95

---

Computed, not measured: a structure of composition C33H40N4O6S2SiY, with ωB97M-V/def2-TZVPD.

energy relative to the best compared isomer or geometry (same formula, charge and spin)	63.11	kcal per mole
total charge	-1
electronic energy	-3076.4462	Eh
E_HOMO	-2.176	eV
orbital gap	4.1	eV
largest force on an atom	1.80	eV/Å

CARTESIAN COORDINATES (ANGSTROEM)
Y 0.52 0.55 -1.43
C -1.58 2.91 0.28
O -0.34 2.21 0.29
C 0.62 2.65 1.23
C 0.39 3.62 2.17
C 1.41 3.94 3.08
C 2.62 3.27 2.99
C 2.86 2.30 2.02
C 1.85 1.95 1.10
N 1.93 1.07 0.09
N 3.13 0.28 0.02
C 3.39 -0.20 -1.20
C 2.88 0.11 -2.49
O 1.94 1.18 -2.68
C 3.31 -0.55 -3.65
C 4.27 -1.52 -3.66
C 4.85 -1.88 -2.41
C 5.87 -2.86 -2.33
C 6.43 -3.23 -1.14
C 5.99 -2.62 0.05
C 5.01 -1.66 0.00
C 4.43 -1.26 -1.21
H -2.06 2.84 1.26
H -2.21 2.43 -0.47
H -1.42 3.96 0.02
H -0.56 4.12 2.22
H 1.25 4.70 3.83
H 3.42 3.51 3.68
H 3.81 1.78 1.95
H 2.85 -0.22 -4.58
H 4.59 -2.00 -4.57
H 6.19 -3.33 -3.26
H 7.20 -3.99 -1.12
H 6.42 -2.92 1.00
H 4.65 -1.19 0.90
O -1.47 -3.18 -1.36
S -0.62 -2.04 -1.22
O -0.77 -1.04 -2.32
O -1.14 -1.17 0.05
O 0.79 -2.21 -0.93
N 0.91 3.74 -2.21
C -0.24 3.39 -2.82
N -0.86 2.25 -2.63
C -2.02 2.19 -3.41
C -2.90 1.12 -3.43
C -4.03 1.22 -4.23
C -4.27 2.36 -5.00
C -3.40 3.43 -4.98
C -2.27 3.33 -4.18
S -1.00 4.50 -3.95
H 1.55 2.99 -1.96
H 1.40 4.53 -2.59
H -2.70 0.23 -2.86
H -4.72 0.39 -4.26
H -5.16 2.40 -5.62
H -3.58 4.31 -5.57
C -1.04 -3.78 1.47
Si -1.54 -1.99 1.58
C -3.42 -1.82 1.75
C -3.85 -0.56 2.50
C -3.97 -3.03 2.52
C -4.08 -1.79 0.36
C -0.50 -1.12 2.87
C -0.83 0.36 3.04
C 0.98 -1.23 2.43
C -0.65 -1.81 4.23
H -1.16 -4.19 2.48
H 0.00 -3.88 1.17
H -1.64 -4.36 0.78
H -3.52 -0.54 3.53
H -4.95 -0.51 2.51
H -3.49 0.36 2.02
H -3.53 -3.13 3.51
H -3.80 -3.97 1.99
H -5.05 -2.92 2.65
H -3.82 -0.89 -0.19
H -5.17 -1.80 0.50
H -3.82 -2.64 -0.26
H -0.90 0.88 2.08
H -0.02 0.85 3.59
H -1.76 0.53 3.58
H 1.20 -0.72 1.49
H 1.31 -2.26 2.33
H 1.60 -0.76 3.19
H -1.68 -1.85 4.59
H -0.08 -1.24 4.97
H -0.26 -2.83 4.23

---

Computed, not measured: a structure of composition C33H41BF4N2OP2RuS2Si2, with ωB97M-V/def2-TZVPD.

energy relative to the best compared isomer or geometry (same formula, charge and spin)	0.00	kcal per mole
total charge	-1
electronic energy	-4044.5393	Eh
E_HOMO (alpha / beta)	-4.375 / -5.377	eV
orbital gap (alpha / beta)	6.8 / 7.2	eV
largest force on an atom	0.62	eV/Å
2S+1	6

CARTESIAN COORDINATES (ANGSTROEM)
Ru 0.57 1.69 -0.32
C 2.99 2.22 -3.09
Si 1.83 0.82 -3.49
C 0.70 1.41 -4.87
C 2.82 -0.66 -4.07
N 0.91 0.43 -2.07
P -0.20 -0.67 -1.65
C -0.88 -0.04 -0.24
P -0.55 -0.22 1.40
N 0.50 0.96 1.77
Si 0.83 2.04 3.07
C 0.40 3.81 2.62
C 2.65 1.96 3.47
C -0.14 1.63 4.63
C 0.16 -1.81 1.90
C 1.41 -1.85 2.51
C 1.96 -3.07 2.88
C 1.27 -4.25 2.64
C 0.03 -4.21 2.02
C -0.52 -3.00 1.65
C -2.08 -0.10 2.37
C -3.09 0.73 1.90
C -4.25 0.90 2.64
C -4.41 0.23 3.85
C -3.41 -0.61 4.31
C -2.24 -0.78 3.58
C -1.45 -0.89 -2.94
C -2.74 -0.40 -2.74
C -3.70 -0.55 -3.73
C -3.38 -1.18 -4.92
C -2.10 -1.67 -5.13
C -1.14 -1.53 -4.14
C 0.56 -2.31 -1.49
C -0.13 -3.49 -1.77
C 0.48 -4.71 -1.55
C 1.77 -4.77 -1.03
C 2.45 -3.60 -0.74
C 1.85 -2.37 -0.97
H 3.38 2.63 -4.03
H 3.82 1.87 -2.49
H 2.49 3.03 -2.56
H 1.30 1.82 -5.69
H 0.05 2.21 -4.50
H 0.06 0.63 -5.28
H 3.47 -0.39 -4.91
H 2.20 -1.50 -4.39
H 3.46 -1.00 -3.25
H 0.89 4.14 1.70
H 0.73 4.46 3.43
H -0.67 3.93 2.50
H 3.25 2.38 2.66
H 2.97 0.93 3.60
H 2.88 2.51 4.39
H -1.22 1.70 4.48
H 0.14 2.32 5.43
H 0.08 0.61 4.98
H 1.96 -0.93 2.65
H 2.94 -3.09 3.34
H 1.71 -5.20 2.92
H -0.50 -5.13 1.81
H -1.49 -2.97 1.15
H -2.94 1.24 0.96
H -5.04 1.55 2.28
H -5.32 0.36 4.42
H -3.53 -1.13 5.25
H -1.46 -1.43 3.95
H -2.96 0.09 -1.80
H -4.70 -0.16 -3.58
H -4.13 -1.29 -5.70
H -1.84 -2.17 -6.06
H -0.14 -1.91 -4.30
H -1.13 -3.45 -2.17
H -0.06 -5.63 -1.78
H 2.24 -5.73 -0.86
H 3.45 -3.63 -0.32
H 2.39 -1.46 -0.75
C -3.01 4.38 1.26
O -2.06 3.74 0.41
C -1.44 4.49 -0.52
S -1.75 6.09 -0.75
S -0.39 3.57 -1.53
H -3.35 3.60 1.94
H -3.84 4.78 0.68
H -2.55 5.19 1.82
F 5.10 1.48 0.62
B 4.01 0.74 0.20
F 3.66 -0.24 1.13
F 4.22 0.16 -1.05
F 2.88 1.67 0.07

---

Q: Among the records above, which one has the lowest electronic energy?
A: C33H40N3OP2SSbSe4Ti

---

Q: Among the records above, which one has the lowest electronic energy?
A: C33H40N3OP2SSbSe4Ti

---

Q: Which formula does entry 5 have?
A: C33H41BF4N2OP2RuS2Si2

---

Q: Which value of largest force on an atom does entry 3 give?
A: 1.30 eV/Å